Arrangement i

Computed, not measured: a cluster of 8 separate species, C32H48O24 in total, with ωB97M-V/def2-TZVPD.

XYZ file:
```
104
Properties=species:S:1:pos:R:3
H -5.3432 2.7238 -2.5558
H -4.4205 -5.5915 1.3795
H 3.9945 6.4579 4.7680
C -3.6318 -6.3383 1.4704
H -0.7838 -2.8582 -2.9253
O 0.9872 -3.2019 -3.9216
H 2.1256 -2.8660 2.3567
O 1.8865 6.3061 2.5290
H 2.7844 3.5943 -1.5089
C 3.9662 0.1602 -3.2047
O 2.9354 7.6443 1.0306
O 5.9552 -1.0347 -2.7482
O -7.8646 4.6417 0.0080
C -3.8395 2.6463 -1.0852
H -1.8544 -1.4412 0.5775
H -0.0300 -0.7980 1.7357
O 1.5662 -1.4151 -1.7283
C -2.2883 -6.6237 -0.3539
C -2.2728 -5.6679 1.6457
O 7.2339 0.8289 -2.6382
C 2.9318 6.9920 2.0485
H 0.4828 5.9707 0.2029
C 0.6211 -3.1370 4.0283
C 1.9399 3.1918 -0.9494
C 4.5684 -1.1589 -2.9891
O 5.0896 0.9800 -3.2253
H 0.7106 -3.8175 6.0570
H 4.2781 -1.8031 -3.8190
O -2.2855 -1.4309 4.4584
O 0.9368 -0.1899 0.0733
O 1.3508 -5.0373 -2.8094
O -2.0137 -6.8910 -1.4810
O 3.1335 -3.8971 -3.7168
C -6.3552 1.7665 -0.9115
C -0.1909 -0.1199 0.8976
C -0.3909 5.2024 -2.5472
H -1.6735 -6.2880 2.3124
H 1.4066 -2.2658 5.8377
O -0.3180 -2.1836 3.6148
C 3.8071 5.7982 3.9208
H -0.5379 -5.7074 -3.1454
C 1.9055 -4.0416 -3.4754
C -7.1255 3.8376 -0.5051
C 0.8130 5.5917 -0.7643
C -1.3530 -3.7914 -4.6721
H -2.3003 -4.1386 -4.2594
H -1.7027 -2.9165 -5.2201
C -1.2579 -0.7131 0.0278
H -1.9184 0.0612 -0.3623
H -0.1908 -4.6989 -1.6198
H -5.8593 1.3186 -0.0503
H -0.9793 1.3723 2.2069
H -0.0263 3.7716 -0.1395
O 0.0016 6.2021 -1.6907
C 0.7328 -1.0193 -0.9834
H 2.2141 3.0199 0.0914
C -0.0498 -4.8454 -2.6907
H 3.3520 0.3614 -2.3269
H -2.6031 -4.1720 3.2015
C 2.0211 3.9927 3.4554
H -6.6255 0.9579 -1.5907
H -0.9650 1.8717 0.5010
O -0.6776 -2.3597 5.7955
C -2.3873 -4.2282 2.1345
H -3.2555 3.4007 -1.6123
H 1.8334 3.7586 2.4075
H 2.7296 -2.0998 3.8131
H 4.4498 4.9179 3.9198
H -3.7664 2.9034 -0.0284
H -1.4247 -3.7398 1.9834
O 4.0718 6.6817 2.8082
H 2.0845 -0.1023 -4.4824
H 1.6453 2.1961 -1.2808
H -3.7786 -7.0508 2.2821
O 0.1148 4.0358 -2.1775
C -0.4055 1.3543 1.2803
C -0.3441 -3.6363 -3.5492
O -1.7209 -5.7257 0.3612
H 2.8153 3.3259 3.7911
H 2.6481 -3.7781 3.6666
O -7.4214 2.5401 -0.4866
H 0.2402 -4.1465 3.8733
C 0.6517 4.1293 -0.9144
C -1.1708 -1.9499 4.6097
C 0.5597 -2.8774 5.5264
O -0.5577 -1.3476 -1.0484
H 3.6343 -0.0586 -5.3425
C -5.3584 2.7554 -1.4664
O -3.4293 -7.0679 0.2909
C 3.0707 0.3611 -4.5093
C 2.3047 5.4821 3.6488
O -5.8834 3.9933 -0.9920
H 1.8390 5.7960 -1.0705
C 6.2125 0.2644 -2.9270
C 2.0668 -2.8830 3.4450
H 1.8667 5.9164 4.5475
H -3.4660 1.6691 -1.3912
H 1.1098 3.7165 3.9859
O -1.1767 5.2483 -3.5619
H -3.1104 -3.6534 1.5558
H -0.9210 -4.5237 -5.3542
H 4.0895 -1.5894 -2.1097
H 2.9549 1.4276 -4.7026
H 0.5814 1.7813 1.4587
```

Output
Net charge = 0
LUMO = -0.387 eV
SMILES = C[C@H]1COC(=O)O1.C[C@H]1COC(=O)O1.C[C@H]1COC(=O)O1.C[C@H]1COC(=O)O1.C[C@H]1COC(=O)O1.C[C@H]1COC(=O)O1.C[C@H]1COC(=O)O1.C[C@H]1COC(=O)O1

---

Arrangement ii

Computed, not measured: a cluster of 8 separate species, C32H48O24 in total, with ωB97M-V/def2-TZVPD.

XYZ file:
```
104
Properties=species:S:1:pos:R:3
C 13.7584 -4.9308 -23.8743
H 12.7021 -3.3234 -24.8518
H 11.9442 -3.3599 -13.4461
C 18.0760 -5.5563 -21.6180
H 11.2137 -10.5895 -14.6951
C 17.8973 -7.5688 -13.4892
H 13.7553 -3.0924 -18.9197
H 12.9820 -4.8632 -23.1169
O 12.5680 -6.1326 -14.2137
H 11.3952 -0.7309 -18.8078
C 13.8470 -6.4917 -14.1146
O 14.7779 -3.2393 -25.1241
C 10.9044 -9.8303 -15.4171
O 9.2690 -7.2886 -13.6964
H 8.4662 -3.0282 -22.4297
C 9.4270 -2.7540 -21.9975
C 18.1493 -7.3401 -23.0027
H 15.1481 -6.3976 -20.9745
O 18.4858 -5.0839 -22.8111
C 8.9195 -7.1391 -14.9692
H 11.3660 2.3003 -17.7413
C 12.4489 2.2155 -17.8379
C 13.3751 -4.6669 -26.4077
H 9.7737 -1.3466 -23.6146
C 11.4514 -4.0578 -14.1300
C 10.4303 -3.8932 -22.2946
H 10.7667 -8.6096 -13.1499
H 13.9517 -5.9518 -24.2023
H 12.5707 -5.4043 -26.3900
H 9.1132 -9.2875 -12.8768
C 13.8690 -4.5143 -15.2111
O 14.2269 -7.4359 -13.4992
H 14.2061 -3.6071 -14.7026
O 13.4997 -5.5916 -18.3557
H 18.7113 -7.0071 -13.9471
C 12.7479 0.7220 -17.9203
H 15.7961 -7.9957 -15.8575
C 9.8833 -1.4032 -22.5305
C 16.8830 -7.9695 -15.8106
O 13.1824 -0.6166 -19.7867
H 14.9745 -3.2027 -20.2378
H 19.3684 -5.1889 -25.4761
H 15.3138 -3.8511 -18.6285
H 19.3506 -6.9643 -25.3975
O 11.0402 -4.1022 -21.0198
H 16.0510 -5.7613 -19.6220
O 13.3303 -7.5802 -17.3527
O 9.4222 -2.6365 -20.5693
H 17.2022 -6.9391 -15.9806
O 14.6422 -5.5869 -14.7032
C 12.1004 0.0393 -19.1360
O 10.8097 -3.2759 -18.9445
O 15.4081 -0.5907 -19.6344
H 11.7018 -9.0868 -15.4654
H 10.8459 -4.6849 -13.4811
H 17.0861 -6.9087 -13.1807
H 13.1983 -5.0475 -20.3520
H 13.9644 -4.3205 -16.2788
H 10.8377 -3.4584 -14.8014
O 18.4004 -9.4726 -14.9055
C 18.2973 -6.0533 -23.8178
O 8.5967 -6.0856 -15.4388
H 10.8397 -1.0741 -22.1212
H 11.5180 0.6725 -19.8099
C 13.8064 -6.8843 -18.1936
H 9.2218 -0.6056 -22.1736
H 12.8004 2.7037 -18.7462
H 10.7791 -10.2131 -16.4283
O 19.1859 -10.2414 -16.8779
O 14.9050 -4.3631 -23.2317
O 16.5650 -3.0194 -23.7642
H 18.2409 -8.0646 -12.5825
H 17.3661 -8.0031 -23.3716
C 12.4043 -4.8987 -14.9746
H 11.1658 -3.5388 -23.0099
H 8.8554 -10.1183 -14.8650
C 10.4314 -3.3796 -20.0654
C 19.4496 -6.0432 -24.8125
H 13.2666 -3.9884 -27.2531
C 9.5784 -9.3020 -14.8666
C 14.5320 -3.7012 -19.3792
H 20.4004 -6.1540 -24.2923
C 13.9970 -5.1143 -19.6132
O 9.0525 -8.2607 -15.6871
H 12.4572 0.1820 -17.0189
O 17.9261 -4.8869 -20.6448
C 15.0714 -6.1465 -19.9177
H 9.8677 -4.7792 -22.5779
H 16.5479 -9.1528 -14.0802
C 14.3549 -0.2116 -19.2451
H 14.2736 -5.2271 -26.6865
C 17.3771 -8.5820 -14.5091
H 11.9592 -5.0562 -15.9565
H 13.0234 2.6439 -17.0188
C 13.5510 -3.9758 -25.0721
O 14.6675 -7.2752 -19.1560
O 17.4392 -8.8433 -16.8120
H 19.0385 -7.9767 -22.9894
C 9.7348 -8.6312 -13.4868
C 18.4337 -9.5672 -16.2522
O 14.1495 0.5749 -18.1829
H 17.3975 -5.8845 -24.4214
O 17.8610 -6.8761 -21.6837
C 15.5177 -3.5059 -24.0245
```

Output
Net charge = 0
LUMO = -0.033 eV
SMILES = C[C@H]1COC(=O)O1.C[C@H]1COC(=O)O1.C[C@H]1COC(=O)O1.C[C@H]1COC(=O)O1.C[C@H]1COC(=O)O1.C[C@H]1COC(=O)O1.C[C@H]1COC(=O)O1.C[C@H]1COC(=O)O1

---

Here is how they stack up, most stable first: arrangement ii, arrangement i.

---

Arrangement i

Computed, not measured: a cluster of 4 separate species, CH8O4 in total, with ωB97M-V/def2-TZVPD.

XYZ file:
```
13
Properties=species:S:1:pos:R:3
O 1.4335 3.0120 -1.6487
H -1.8870 -0.5300 -0.5315
O 0.2067 0.4567 -2.7376
O -0.1835 -2.0447 2.6250
H 0.3606 -0.2503 3.3463
O -1.0149 -0.8687 -0.5995
C -0.3154 -1.1189 3.3734
H 0.6568 3.3793 -1.2265
H 0.0443 0.1288 -3.5884
H -0.8294 -1.5318 0.0293
H -1.1314 -1.1344 4.1136
H -0.1048 -0.0063 -1.9551
H 1.1730 2.0934 -1.7744
```

Output
Net charge = 0
LUMO = 0.405 eV
SMILES = C=O.O.O.O

---

Arrangement ii

Computed, not measured: a cluster of 4 separate species, CH8O4 in total, with ωB97M-V/def2-TZVPD.

XYZ file:
```
13
Properties=species:S:1:pos:R:3
H -2.7505 0.8450 -1.0725
H -1.3011 1.3102 -1.3049
C 0.3949 -2.1896 0.1098
O -2.2285 1.4899 -1.5668
H 0.9475 -0.3061 1.6973
H -0.6423 -2.3453 -0.2284
O 0.6201 1.0225 -1.0864
H 0.5321 0.9350 2.4904
H 1.0336 -2.0273 -0.7775
O 1.0469 0.6490 1.6972
H 0.7227 0.8547 -0.1331
H 0.8559 1.9639 -1.0664
O 0.7688 -2.2018 1.2413
```

Output
Net charge = 0
LUMO = 0.247 eV
SMILES = C=O.O.O.O

---

Here is how they stack up, most stable first: arrangement ii, arrangement i.

---

Arrangement i

Computed, not measured: the molecule C3H4OS3, with ωB97M-V/def2-TZVPD.

XYZ file:
```
11
Properties=species:S:1:pos:R:3
C -0.1741 -0.4378 -0.9995
H -1.4913 0.2933 0.7860
S -0.3627 -1.3298 0.4556
H 0.7982 -0.4251 -1.6638
C -0.4318 1.1129 -0.8088
H 1.5740 -0.1106 0.6493
S 1.1010 -1.1504 3.0222
H -1.0173 -0.8249 -1.6510
S 0.4320 2.3144 -1.4691
O -1.3395 1.2087 0.2557
C 0.9115 -0.6507 1.4233
```

Output
Net charge = 0
LUMO = -1.183 eV
SMILES = OC(=S)CSC=S

---

Arrangement ii

Computed, not measured: the molecule C3H4OS3, with ωB97M-V/def2-TZVPD.

XYZ file:
```
11
Properties=species:S:1:pos:R:3
S -1.0859 -1.0259 -0.0776
O 1.1289 -1.3223 1.8211
C 1.2418 -0.3605 1.1038
H 3.1340 0.0630 2.2562
H 0.7574 0.3222 -0.8602
C -2.1055 -0.3565 -1.3256
S 2.6100 0.7620 1.2436
C 0.2655 0.1347 0.0573
H -2.9298 -1.0804 -1.4782
H -0.0670 1.1132 0.3836
S -1.9202 1.1172 -2.0336
```

Output
Net charge = 0
LUMO = -0.433 eV
SMILES = O=C(S)CSC=S

---

Here is how they stack up, most stable first: arrangement ii, arrangement i.

---

Arrangement i

Computed, not measured: the molecule C2H6OP2, with ωB97M-V/def2-TZVPD.

XYZ file:
```
11
Properties=species:S:1:pos:R:3
O 0.2825 -0.4871 -0.2016
C 0.6928 -1.8679 -0.0912
H 0.5208 -2.2733 0.9460
H 0.0169 -2.4089 -0.7622
P -1.1121 0.2169 0.5187
H 1.6989 -2.0854 -0.4522
H -1.7649 2.0764 -0.7501
H -0.0163 1.4067 -1.1236
P -2.8405 -0.7501 0.3611
H -0.4519 2.4623 0.4516
C -0.8050 1.7719 -0.3688
```

Output
Net charge = 0
LUMO = -1.321 eV
SMILES = COP(C)#P

---

Arrangement ii

Computed, not measured: the molecule C2H6OP2, with ωB97M-V/def2-TZVPD.

XYZ file:
```
11
Properties=species:S:1:pos:R:3
P 0.6596 2.1151 2.0536
H 0.9061 -1.2555 0.0748
C -1.5926 -0.2805 -0.4918
H -2.7399 -0.3863 -0.6744
P 0.3546 1.2105 0.2396
H -1.2819 0.1449 -1.4196
H 2.2313 -0.2898 -0.9194
H 2.2816 -0.3125 0.8748
C 1.6003 -0.3934 0.0039
O -1.2399 0.6828 0.4415
H -1.1790 -1.2353 -0.1831
```

Output
Net charge = 0
LUMO (alpha / beta) = -1.565 / -1.533 eV
SMILES = COP(C)#P

---

Here is how they stack up, most stable first: arrangement i, arrangement ii.